{
  "formula": "C40H80O25",
  "method": "ωB97M-V/def2-TZVPD",
  "symbols": ["C", "C", "O", "C", "O", "O", "C", "H", "H", "H", "H", "H", "H", "H", "H", "C", "C", "O", "C", "O", "O", "C", "H", "H", "H", "H", "H", "H", "H", "H", "C", "C", "O", "C", "O", "O", "C", "H", "H", "H", "H", "H", "H", "H", "H", "C", "C", "O", "C", "O", "O", "C", "H", "H", "H", "H", "H", "H", "H", "H", "C", "C", "O", "C", "O", "O", "C", "H", "H", "H", "H", "H", "H", "H", "H", "C", "C", "O", "C", "O", "O", "C", "H", "H", "H", "H", "H", "H", "H", "H", "C", "C", "O", "C", "O", "O", "C", "H", "H", "H", "H", "H", "H", "H", "H", "C", "C", "O", "C", "H", "H", "H", "H", "H", "H", "C", "C", "O", "C", "H", "H", "H", "H", "H", "H", "C", "C", "O", "C", "H", "H", "H", "H", "H", "H", "C", "C", "O", "C", "H", "H", "H", "H", "H", "H"],
  "coordinates": [[1.3212, -4.5781, -0.5223], [1.6914, -4.6276, 0.8972], [1.8929, -3.2981, 1.3061], [2.5897, -2.9650, 2.4329], [3.0627, -3.6970, 3.2809], [2.5865, -1.6204, 2.5390], [3.1496, -1.0564, 3.7303], [1.1991, -5.6103, -0.9591], [2.1489, -4.1711, -1.0236], [0.4252, -3.9112, -0.6679], [2.6161, -5.2093, 0.9254], [0.9235, -5.2636, 1.4629], [3.5558, -1.8608, 4.3414], [2.3783, -0.6483, 4.3370], [3.9553, -0.3391, 3.5352], [1.5021, 8.6882, 2.9611], [1.5579, 7.4594, 3.8108], [2.2703, 6.4717, 3.0337], [2.1806, 5.2255, 3.4967], [2.5996, 4.2861, 2.8149], [1.6778, 5.1008, 4.7202], [1.5479, 3.7626, 5.1971], [0.9742, 8.3563, 2.0895], [2.5099, 8.9512, 2.6159], [0.9662, 9.5429, 3.3784], [0.5408, 7.0687, 3.9040], [2.0787, 7.5266, 4.7860], [0.5344, 3.7204, 5.5760], [2.2418, 3.6343, 6.0180], [1.6495, 3.0529, 4.3720], [1.3252, -0.3215, -7.1598], [1.3408, -1.6106, -6.2693], [0.0525, -1.9023, -5.6413], [0.0455, -2.8216, -4.6805], [0.9955, -3.2842, -4.1336], [-1.1687, -3.0838, -4.4062], [-1.3482, -4.3252, -3.5953], [0.9600, 0.4860, -6.5552], [0.6944, -0.4135, -8.0703], [2.3458, -0.1839, -7.4382], [2.0835, -1.6275, -5.4382], [1.6636, -2.4690, -6.9101], [-2.2398, -4.0861, -2.9732], [-0.5225, -4.3674, -2.9525], [-1.5865, -5.1355, -4.2400], [-1.5619, 1.0040, 5.6422], [-2.0063, -0.3844, 5.1845], [-0.8166, -1.1996, 4.8641], [-1.0930, -2.4280, 4.5382], [-2.1970, -2.9165, 4.3799], [0.0415, -3.1264, 4.5616], [-0.0442, -4.5409, 4.3156], [-1.0548, 0.9715, 6.5565], [-2.4023, 1.6363, 5.8936], [-0.8722, 1.5556, 4.9645], [-2.5860, -0.3554, 4.2348], [-2.5445, -0.9044, 5.9311], [-0.6394, -4.6957, 3.3790], [-0.5110, -5.1626, 5.1350], [1.0171, -4.8625, 4.2087], [2.2560, 5.7364, -0.7709], [1.3149, 4.8443, -0.0335], [0.5471, 4.2993, -1.1643], [-0.5095, 3.5848, -0.9353], [-0.8795, 3.0962, 0.1273], [-1.2191, 3.2366, -2.0358], [-1.0300, 4.1058, -3.2133], [2.8252, 6.3280, -0.0194], [1.6657, 6.4762, -1.3147], [2.9916, 5.2367, -1.3966], [0.5575, 5.3814, 0.5133], [1.7376, 3.9772, 0.4918], [-1.3308, 5.1556, -3.0227], [-1.6352, 3.6306, -3.9833], [0.0186, 4.0483, -3.5212], [0.4950, -8.6202, -0.7629], [-0.5735, -7.6369, -1.1561], [-0.7400, -6.8274, -0.0075], [-1.5703, -5.7954, -0.0170], [-2.2733, -5.4641, -0.9346], [-1.4993, -5.1809, 1.1751], [-2.5637, -4.1419, 1.4114], [0.8297, -9.1234, -1.6823], [0.0749, -9.3496, -0.0554], [1.2949, -8.0893, -0.3085], [-1.5818, -8.1307, -1.4225], [-0.2572, -7.0303, -1.9649], [-2.3827, -3.1910, 0.9118], [-2.5401, -4.0374, 2.5707], [-3.4517, -4.6087, 0.9985], [1.5390, -0.5454, -1.7861], [0.0343, -0.7380, -1.5951], [-0.2728, -1.5013, -0.4178], [-0.1604, -0.9967, 0.7706], [-0.5951, -1.6025, 1.6919], [0.4093, 0.2003, 0.8315], [0.4049, 1.0140, 2.0352], [2.0652, -0.8061, -0.8195], [1.8822, 0.4283, -2.0323], [1.8496, -1.2858, -2.5568], [-0.4069, -1.3240, -2.4447], [-0.5735, 0.1267, -1.4751], [-0.6670, 1.5300, 2.0389], [1.3137, 1.6321, 2.0265], [0.5545, 0.3519, 2.9315], [-3.0519, -0.1171, -0.1238], [-4.1567, 0.8855, 0.5180], [-4.2802, 1.1433, 1.6807], [-5.0181, 1.6014, -0.5214], [-2.6914, -0.8401, 0.5860], [-2.2031, 0.5611, -0.4316], [-3.3954, -0.5627, -1.0247], [-5.9879, 1.0692, -0.7301], [-4.4796, 1.6102, -1.5290], [-5.2170, 2.6393, -0.2821], [-3.5275, 5.3050, 0.8430], [-2.2920, 5.0889, 1.7871], [-1.4175, 5.9786, 1.8109], [-2.1259, 3.9168, 2.6497], [-3.2587, 4.7712, -0.0841], [-3.5322, 6.4044, 0.6099], [-4.4497, 5.0012, 1.3917], [-1.0953, 3.7607, 3.0040], [-2.3925, 3.0095, 2.2333], [-2.8710, 4.0451, 3.4678], [6.3715, -0.5637, -1.4253], [5.2094, -0.6692, -2.3482], [4.7541, 0.2954, -2.8843], [4.6363, -2.0633, -2.5190], [7.0027, -1.3909, -1.7709], [6.1508, -0.8188, -0.3808], [6.9667, 0.3049, -1.5853], [3.7580, -2.0375, -3.2227], [4.2406, -2.5298, -1.6158], [5.4361, -2.7666, -2.8275], [-1.7598, 0.6384, -4.8922], [-3.1812, 1.0604, -5.3671], [-3.4507, 2.1520, -5.8251], [-4.3195, 0.0561, -5.1165], [-1.7757, -0.4783, -4.7321], [-1.5793, 1.2123, -3.9399], [-1.0401, 1.0374, -5.6558], [-3.9321, -0.9147, -5.4948], [-5.2241, 0.3680, -5.6265], [-4.4665, 0.0062, -4.0172]],
  "forces_ev_per_a": [[-1.8, -0.4, -1.2], [-0.2, -2.7, 1.2], [0.8, 1.4, 1.5], [-0.7, -0.5, 0.9], [-0.4, 0.1, -1.5], [0.1, 0.0, -0.7], [0.9, -1.1, 0.3], [-0.2, 1.1, 0.6], [1.0, 0.9, -1.1], [0.8, -0.8, -0.1], [0.3, 0.2, 0.6], [0.9, 1.6, -0.2], [0.2, 0.0, -0.1], [-0.9, 0.7, 0.1], [-0.5, -0.1, -0.4], [0.7, 0.1, -0.4], [-0.2, -0.2, 0.6], [-0.3, -0.5, 0.5], [1.5, -1.7, -1.9], [-0.8, 1.4, 1.1], [0.1, 0.5, -0.4], [-0.7, 0.0, -0.1], [-0.4, 0.1, -0.7], [-0.2, 0.3, 0.3], [0.2, -0.2, 0.2], [0.1, 0.2, 0.5], [-0.5, 0.3, -0.5], [-0.2, -0.2, 0.2], [0.2, -0.3, -0.1], [0.3, 0.1, 0.4], [-1.1, -1.8, 0.9], [0.7, -0.6, -0.1], [0.7, 0.8, -1.5], [1.2, 1.1, -0.9], [1.9, -0.6, 0.4], [-3.1, -1.9, 0.8], [-2.3, 2.8, 0.4], [0.0, 0.6, 0.1], [0.4, -0.1, 0.7], [0.7, 0.4, -0.3], [-0.4, 0.7, -0.7], [-0.6, 0.4, 0.4], [0.6, -0.4, -0.5], [1.1, -0.8, 0.6], [0.3, -0.7, -0.5], [0.1, 0.1, -1.1], [1.0, 0.7, -2.2], [-0.3, 1.8, 0.6], [-0.6, -1.9, 0.4], [0.5, 0.5, -0.1], [0.3, -0.3, 0.1], [-0.1, -0.7, -0.6], [1.0, -0.5, 1.5], [-0.5, 0.1, -0.5], [-0.7, -0.6, 0.0], [0.1, 0.1, 0.8], [-0.7, -0.4, 0.8], [0.8, -0.1, 0.8], [0.3, 1.1, -0.6], [-0.9, 0.2, -0.1], [1.0, 1.4, 1.5], [-0.5, -1.0, -1.2], [-0.3, 0.0, -0.7], [-1.3, -2.3, 1.1], [0.7, 1.0, -0.8], [0.4, 1.6, -0.7], [0.2, -0.7, 0.3], [-0.2, -0.4, -0.4], [0.2, -0.2, -0.3], [-0.3, -0.2, -0.1], [0.2, 0.2, 0.8], [0.0, 0.6, 0.1], [0.1, -0.7, 0.0], [-0.2, 0.3, 0.0], [-0.2, 0.2, 0.1], [-1.1, -1.0, -0.8], [-1.8, -1.1, 0.3], [0.0, 0.2, 1.1], [-0.2, 0.6, 0.7], [-0.2, -0.1, -0.4], [-0.6, 0.7, -0.6], [0.7, -1.3, 1.7], [0.1, -0.1, 0.5], [0.3, 0.1, -0.2], [0.8, 0.3, 0.4], [1.6, 0.7, 0.3], [0.2, 0.7, -1.0], [0.5, -0.3, 0.1], [-0.3, 0.0, -2.3], [-0.4, 0.3, 0.4], [0.3, -2.0, 0.8], [0.0, -0.6, -0.5], [0.2, -1.0, -1.9], [0.2, 1.1, 1.0], [-0.6, -0.8, 2.0], [0.7, 0.9, -0.7], [-1.9, -1.1, 0.7], [-0.6, 0.2, -1.0], [0.0, 0.9, -0.5], [0.1, 0.7, 0.5], [0.4, 0.4, 0.9], [0.0, 1.2, -0.4], [2.7, -0.7, 0.3], [-0.8, 0.3, -0.5], [-0.6, 0.4, -0.8], [-0.4, 2.7, 1.2], [0.7, -0.7, -1.9], [0.4, -0.3, 0.5], [0.3, -0.7, -2.1], [0.0, -0.2, 0.3], [-0.8, -0.5, 0.5], [-0.6, -0.5, -0.7], [0.9, 0.4, 0.5], [-0.6, 0.0, 1.2], [-0.1, 0.0, 0.4], [1.2, 0.6, 1.3], [1.5, 2.8, -1.2], [-1.5, -1.4, -0.1], [-0.2, 0.4, 1.8], [-0.7, -0.2, 0.4], [-0.2, -1.1, 0.3], [0.5, -0.1, -1.0], [-0.4, 0.7, 0.1], [-0.9, -1.8, -1.3], [0.7, 0.0, 0.0], [0.8, -1.8, -0.2], [-0.5, -0.6, 1.3], [-0.6, 0.8, -1.0], [-0.7, -0.5, -1.0], [0.3, -0.1, 0.3], [-0.1, 0.4, -0.2], [0.0, 1.0, 0.3], [1.2, -0.1, 0.4], [0.1, 0.5, 0.4], [-0.5, 0.4, -0.2], [-0.9, 0.5, -0.2], [-0.6, 0.2, 0.6], [0.7, -0.4, 0.1], [1.5, -0.2, 0.0], [0.6, 1.4, -0.2], [-0.1, -0.8, -0.7], [-0.5, -0.8, 0.8], [-0.6, 0.3, 0.4], [0.0, 0.0, 0.0], [0.0, -0.2, -0.6]],
  "homo_lumo_gap_ev": 10.08,
  "e_above_lowest_kj_mol": 372.8,
  "smiles": "CCOC(=O)OC.CCOC(=O)OC.CCOC(=O)OC.CCOC(=O)OC.CCOC(=O)OC.CCOC(=O)OC.CCOC(=O)OC.CC(C)=O.CC(C)=O.CC(C)=O.CC(C)=O"
}